{"formula": "C3H2Cl2O4TbTl", "method": "ωB97M-V/def2-TZVPD", "e_homo_ev": [-23.89, -23.98], "total_energy_ha": -2331.90925, "lumo_ha": [-0.607, -0.607], "molar_mass_g_mol": 536.259, "fmax_ev_per_a": 14.2, "orbital_gap_ev": [7.384, 7.476], "charge": 4, "spin_multiplicity": 7, "elements": ["Tl", "Tb", "Cl", "Cl", "O", "O", "O", "O", "C", "C", "C", "H", "H"], "positions_angstrom": [[0.069, 0.380, -4.013], [0.034, -0.399, 3.228], [2.085, -1.699, 3.312], [-0.641, 2.577, -3.305], [-0.790, 1.221, -7.133], [-0.003, 1.692, 4.143], [-1.144, -2.656, 5.603], [0.785, -2.439, -5.243], [-0.493, 0.955, -6.091], [-0.760, -1.852, 4.891], [0.526, -1.373, -4.777], [0.918, 1.856, 4.450], [-0.587, 1.737, 4.935]], "mulliken_charge": [1.264, 2.127, -0.217, -0.076, 0.098, -0.709, 0.188, -0.010, 0.160, -0.292, 0.563, 0.455, 0.449]}